# 1
{"formula": "C38H30BClF2NNiOP", "method": "the ωB97M-V functional and the def2-TZVPD basis", "symbols": ["C", "H", "C", "C", "C", "O", "F", "H", "H", "C", "C", "C", "C", "C", "H", "F", "H", "C", "C", "H", "C", "Cl", "H", "N", "C", "H", "H", "H", "H", "C", "H", "H", "C", "C", "C", "H", "H", "H", "H", "C", "H", "C", "C", "H", "C", "C", "H", "H", "B", "H", "C", "C", "C", "C", "C", "Ni", "H", "C", "C", "C", "C", "H", "H", "P", "H", "C", "H", "H", "C", "C", "C", "C", "C", "H", "C", "H"], "xyz": [[1.64901, 0.57834, -1.85888], [3.70597, -4.03934, -0.15582], [-1.72499, 2.39803, -2.94816], [-1.23312, 2.90975, 1.65678], [-2.28480, 5.07990, 1.87271], [0.24467, -2.02119, 3.15146], [3.14199, 2.42265, 0.62247], [1.54194, -2.65188, -2.84798], [4.73905, 0.78556, -0.18746], [3.58321, -0.75797, 0.75498], [-2.55432, -1.43529, 3.47277], [-0.80443, 4.30677, 3.59192], [2.39976, 1.09268, -2.89769], [-1.65751, 5.28794, 3.09385], [-2.93238, 1.41280, -4.43162], [2.85830, 2.37875, 2.84689], [-0.02863, -3.13108, 1.01442], [-3.51118, 0.73132, 2.04371], [-4.35843, 0.04991, 2.90240], [3.32605, -0.18282, 2.77898], [-3.86555, -1.04000, 3.62292], [5.68415, -3.53885, -2.14485], [-2.90597, -0.36290, -0.53053], [0.55091, -1.29820, -0.73743], [-2.04244, -4.55974, -1.32234], [2.66422, 2.14602, -2.88941], [-2.70372, -5.40764, -1.46554], [3.40541, 0.69762, -4.76551], [-2.58384, 3.75833, 0.21466], [2.82847, 0.28357, -3.94504], [-0.58325, 3.14246, -1.29643], [-4.52622, -1.56784, 4.30555], [-1.68478, -0.75563, 2.60322], [-0.59332, 3.14049, 2.88026], [-3.03789, 0.43747, -2.51887], [-5.39148, 0.35907, 3.01644], [0.07943, 2.37787, 3.26104], [2.56120, -2.52217, 1.43059], [-2.35883, -3.76636, -3.28980], [-1.38703, -4.35765, -0.11006], [2.84001, -1.72488, -4.69812], [1.27062, -0.78369, -1.80123], [-0.27723, -2.36189, -0.96853], [1.32121, 1.23370, -1.06246], [-2.60029, 0.42873, -1.20379], [4.86005, -2.46568, -1.03569], [-1.83429, 6.20003, 3.65193], [-0.88024, -1.83209, -2.97060], [2.95086, 1.64875, 1.70664], [-0.30103, 4.46347, 4.53911], [3.93564, -2.98180, -0.14311], [-0.52790, -3.28947, 0.06645], [4.51824, -0.27341, -0.15864], [-1.73203, 1.41854, -0.73327], [-2.19003, 0.33196, 1.87660], [0.72263, -0.22206, 1.05141], [-2.15232, -2.27639, 4.02778], [-2.08084, 3.90645, 1.16236], [3.30490, -2.12813, 0.74660], [-0.26143, -1.11266, 2.45656], [5.15452, -1.11519, -1.05925], [-3.88147, 1.58332, 1.48181], [-2.94820, 5.84057, 1.47342], [-0.93866, 1.26463, 0.90246], [5.86693, -0.72437, -1.77368], [-2.60685, 1.42108, -3.39784], [-1.36073, 3.15365, -3.63512], [-3.71091, -0.33676, -2.87013], [1.74720, -1.58898, -2.86839], [2.93350, 0.10846, 1.79742], [2.49720, -1.06542, -3.90567], [-1.83789, -3.63815, -2.34480], [-0.98815, -2.56023, -2.17673], [-1.54702, -5.05441, 0.70685], [-1.29171, 2.39300, -1.63434], [1.81606, -0.24141, 1.99938]], "multiplicity": 1, "fmax_ha_per_bohr": 0.0569, "charge": -2, "energy_ev": -112398.8609}

=====

# 2
{"formula": "C20H29BINO9", "method": "the ωB97M-V functional and the def2-TZVPD basis", "symbols": ["B", "H", "C", "C", "H", "O", "H", "O", "H", "H", "C", "C", "H", "N", "H", "C", "I", "H", "H", "H", "H", "H", "C", "C", "O", "O", "H", "O", "C", "O", "H", "H", "H", "H", "C", "H", "H", "C", "C", "C", "C", "C", "H", "O", "O", "C", "H", "H", "C", "H", "H", "H", "H", "C", "C", "O", "H", "C", "C", "H", "H"], "xyz": [[3.90649, 1.66708, -1.81960], [3.86644, -1.71775, -1.49360], [-1.15438, -0.29246, -1.96684], [4.39020, -3.97727, 6.16045], [-7.74880, 2.17094, -3.75431], [0.61655, 1.91659, -2.32016], [3.49147, 2.00370, 0.36472], [1.19068, 1.90421, 1.49086], [-1.86513, 2.99198, -0.67115], [-1.43346, -1.71786, -0.16492], [-0.90537, 0.86429, -0.83173], [3.31990, 1.16101, -0.38915], [-7.42825, 3.08802, -1.61648], [1.31286, 4.42187, -2.50161], [-0.18411, -0.53288, -2.55342], [-5.91318, 1.24971, -3.11179], [2.80063, -0.16566, 2.65825], [-1.33233, -2.58097, -1.83159], [2.30225, -2.20886, -2.61802], [-6.02442, 1.98560, -0.05861], [4.90064, -3.52367, 7.01203], [2.74702, 0.89174, -3.28240], [-7.39912, 1.45708, -3.00850], [0.63068, 2.51697, 0.28835], [3.71600, 0.98139, -3.09596], [4.24802, -4.11600, 2.65797], [4.22015, 3.51955, -2.47408], [-5.29663, 1.07750, -4.13211], [-6.38050, 1.36584, -0.88390], [-5.35114, 1.24031, -1.87126], [3.18133, -2.18537, 5.91093], [-1.16455, 0.48275, 0.21242], [-2.25387, 2.08403, -2.29429], [-8.51120, 1.77234, -1.14487], [0.87557, 3.28563, -2.50821], [4.17836, -5.02171, 6.41142], [-3.01695, 1.55953, -0.68877], [-2.05114, 1.98459, -1.17444], [1.83558, 0.55245, -0.42011], [5.18270, -3.91600, 4.87353], [2.73538, -1.67289, -1.69541], [1.38961, 0.50771, 1.14764], [5.82595, -4.78812, 4.75617], [4.71327, 2.88887, -1.89866], [0.25425, 3.68638, 0.50602], [1.83842, -0.99868, -0.79778], [5.76355, -2.99363, 4.79649], [0.51121, -0.23468, 1.30536], [4.09636, -3.89987, 3.83315], [-6.61979, 0.36908, -0.50089], [-1.93290, 0.01192, -2.74542], [-2.85607, -1.61869, -1.34804], [2.25863, -3.63523, 6.36902], [3.10846, -3.27056, 5.78894], [-7.54732, 1.99977, -1.60375], [2.90464, -3.56087, 4.40185], [1.03910, -1.66008, -0.27661], [0.60392, 1.49679, -0.93461], [-1.70439, -1.65514, -1.27414], [4.02118, 0.29297, -0.05965], [-7.90245, 0.49474, -3.12871]], "multiplicity": 1, "fmax_ha_per_bohr": 0.1287, "energy_ev": -49899.8989}

=====

# 3
{"formula": "C2H8N6", "method": "the ωB97M-V functional and the def2-TZVPD basis", "symbols": ["H", "N", "H", "H", "N", "N", "N", "H", "C", "C", "N", "H", "N", "H", "H", "H"], "xyz": [[4.04912, 0.36625, 0.88508], [-2.23634, -0.77255, 0.46157], [-0.60105, -2.74600, 0.32505], [-0.52312, 1.89520, 0.50177], [-1.08345, 1.38969, -0.21111], [-0.06923, -0.77775, -0.12231], [3.41027, 0.47719, 0.12308], [-0.80323, -2.26892, -1.18080], [-1.30421, -0.11596, 0.11815], [1.17482, -0.34905, 0.03349], [-0.17235, -2.14852, -0.38650], [-3.26369, -0.59913, 0.45483], [2.24309, 0.07874, 0.14055], [-0.62692, 1.39030, -1.26267], [3.70395, 0.95356, -0.72199], [-1.89468, 2.11351, -0.18570]], "multiplicity": 1, "fmax_ha_per_bohr": 0.0700, "charge": 2, "energy_ev": -11121.9752}

=====

# 4
{"formula": "C4H8N2", "method": "the ωB97M-V functional and the def2-TZVPD basis", "symbols": ["H", "H", "N", "C", "H", "N", "H", "H", "C", "H", "H", "C", "H", "C"], "xyz": [[1.02839, -1.33766, 1.25827], [0.14973, 2.31589, 0.59987], [1.65920, -0.35530, -0.53510], [-1.56830, 0.12341, -0.55443], [-2.35582, -0.65605, -0.33641], [1.57147, 1.04014, -0.28262], [-1.03081, -0.10459, -1.51490], [-0.84332, 0.08510, 1.49537], [0.45146, 1.27420, 0.28729], [0.22962, -1.93830, -0.17601], [-2.10605, 1.05047, -0.61450], [-0.43881, 0.07481, 0.47066], [2.63274, -0.58224, -0.39194], [0.62053, -0.98989, 0.29448]], "multiplicity": 1, "fmax_ha_per_bohr": 0.0464, "energy_ev": -7256.5882}

=====

# 5
{"formula": "C39H40CoN6OS2", "method": "the ωB97M-V functional and the def2-TZVPD basis", "symbols": ["C", "H", "S", "H", "C", "C", "H", "C", "C", "C", "H", "C", "N", "C", "H", "S", "C", "C", "H", "H", "H", "C", "C", "H", "H", "H", "H", "C", "H", "H", "H", "H", "C", "C", "H", "H", "O", "C", "H", "C", "H", "H", "C", "H", "H", "C", "C", "N", "C", "H", "C", "N", "C", "N", "H", "H", "C", "C", "H", "H", "H", "C", "H", "C", "H", "N", "C", "H", "H", "H", "C", "C", "Co", "C", "H", "C", "H", "C", "C", "H", "C", "C", "C", "N", "H", "C", "C", "H", "H"], "xyz": [[2.55982, -1.83258, 2.15317], [-1.14958, -4.68597, -0.32288], [-2.90301, -2.92615, -0.64272], [1.41206, 1.37422, 3.58404], [-0.35418, -0.89075, 3.95067], [-6.24172, 1.86640, 0.95479], [-0.91251, -1.74748, 3.57429], [-1.02786, 3.17866, -0.56757], [2.39214, -3.08013, -0.09076], [-2.10785, 1.82958, -2.18987], [6.74966, 1.55921, -2.25433], [-5.42936, 0.63515, 0.55059], [-1.35335, -0.85314, -1.12785], [-6.03495, -0.54155, 0.07236], [0.05567, 1.70418, 4.72852], [-0.64262, 0.46238, 2.81541], [0.23352, 3.23163, 0.04783], [-0.18120, -4.20101, -0.26582], [7.05121, 2.93000, -1.19117], [-3.21220, 6.28652, 1.42371], [-2.94099, 4.10676, -0.88531], [1.76716, -2.72288, 1.28012], [-3.26096, -0.34043, 0.09769], [-2.18821, 7.41434, 0.54150], [-7.11073, -0.64198, 0.06384], [1.52484, 4.48761, 1.22221], [3.32105, -2.57874, -0.32576], [-5.27488, -1.61004, -0.36235], [-5.64987, 1.73498, 3.04791], [7.12341, 1.28428, -0.55699], [-8.24506, 2.43490, 1.49927], [-6.31773, 3.30557, 2.56846], [1.10143, -2.10091, 0.11104], [3.08411, 0.92965, -0.14122], [-2.68389, 2.69399, -2.51539], [0.82974, -6.04356, -0.70935], [-2.06988, 0.87608, 3.01796], [2.18777, -4.39610, -0.57290], [4.97331, -0.03550, -0.26615], [-3.88560, -1.51452, -0.33933], [1.25158, -3.56086, 1.73481], [0.19182, 2.61760, 3.19125], [-1.95484, 4.20250, -0.44070], [-5.09292, 3.19401, -0.33137], [-2.75747, 0.58398, -3.85438], [-5.68308, 2.47631, 2.24770], [4.37953, 3.16730, -1.10263], [0.98295, 2.07378, -0.02955], [0.95892, -4.99416, -0.48213], [2.90741, -2.18005, 3.11455], [6.58973, 1.94352, -1.24362], [1.25046, -0.71123, -0.11543], [2.33524, 2.10399, -0.32212], [2.47567, -0.20423, 0.45248], [-0.72819, -0.59938, 4.93326], [4.87088, 4.05555, -1.48743], [-2.66307, 6.43401, 0.49020], [0.55785, 4.40192, 0.74277], [-3.52820, 1.58531, 0.93675], [0.71152, -1.11654, 3.96858], [-7.84643, 0.77186, 1.94503], [-2.29120, 0.56435, -2.87890], [-5.75475, -2.52694, -0.68456], [0.36345, 1.66040, 3.68312], [-4.67214, 2.86451, 2.11618], [-1.89532, -0.22629, 0.04687], [-0.36932, 5.42502, 0.85341], [2.47264, 4.13414, -0.99834], [-3.39211, 6.45299, -0.32076], [-6.71397, 3.79286, 0.06350], [-7.71869, 1.53558, 1.17443], [-6.13389, 2.89834, -0.17844], [-0.11729, 0.57889, -0.48238], [-1.86786, -0.61564, -2.42496], [-0.10992, 6.30845, 1.42740], [3.01982, 3.21659, -0.82511], [-6.51015, 2.48522, -1.11749], [5.12096, 2.01082, -0.90834], [-0.15273, -2.80638, -0.24718], [-8.20068, 1.18753, 0.25884], [2.92163, -0.64149, 1.65908], [-1.64234, 5.34340, 0.28282], [4.43823, 0.89554, -0.43070], [-1.23205, 1.96161, -1.27233], [3.61631, 0.02168, 2.16288], [-4.04921, 0.70831, 0.57116], [-1.34035, -2.17019, -0.65863], [-1.91237, -1.50303, -3.04496], [3.02538, -4.93210, -1.00531]], "multiplicity": 2, "fmax_ha_per_bohr": 0.0248, "energy_ev": -111372.0143}